(1)
The following is a DFT calculation (wB97M-V/def2-TZVPD) of a 2-piece molecular cluster, C2HCl2F overall at a distorted geometry.

Summary:
LUMO = 0.162 eV
Energy = -1096.941239 Eh
Total charge = 0

XYZ file:
```
6
C2HCl2F wB97M-V/def2-TZVPD
C 0.529 -0.482 0.117
C -0.536 0.286 0.000
F 0.625 -1.789 0.090
Cl -0.386 1.987 0.039
Cl -2.159 -0.304 -0.144
H 1.928 0.301 -0.102
```

(2)
The following is a DFT calculation (wB97M-V/def2-TZVPD) of one molecule with the formula C4H8N2 at a distorted geometry.

Summary:
LUMO = 1.093 eV
Energy = -266.591931 Eh
Structure (SMILES) = C1N[C@H]1[C@H]1CN1
Total charge = 0

XYZ file:
```
14
C4H8N2 wB97M-V/def2-TZVPD
C 1.690 0.128 -0.045
N 1.555 -1.227 0.398
C 0.578 -0.791 -0.580
C -0.529 0.224 -0.436
C -1.940 0.065 0.072
N -0.858 0.533 0.930
H 2.407 0.439 -0.783
H 1.493 0.902 0.725
H 1.213 -1.257 1.349
H 0.664 -1.339 -1.540
H -0.371 0.999 -1.194
H -2.218 -0.977 0.144
H -2.770 0.767 -0.104
H -0.914 1.535 1.064
```

(3)
The following is a DFT calculation (wB97M-V/def2-TZVPD) of C40H45N3OP2SSe2Sr as an isolated structure.

Summary:
LUMO = 0.275 eV
Energy = -7705.334750 Eh
Total charge = 0

XYZ file:
```
95
C40H45N3OP2SSe2Sr wB97M-V/def2-TZVPD
Sr 0.184 -0.040 0.835
C 1.815 1.071 2.704
C 2.685 0.230 1.969
C 2.823 0.784 0.676
C 2.046 1.973 0.618
C 1.430 2.155 1.879
C 0.550 3.293 2.315
C 1.964 2.897 -0.568
C 3.699 0.254 -0.430
C 3.422 -0.971 2.496
C 1.428 0.915 4.152
H 1.072 3.956 3.011
H -0.354 2.943 2.822
H 0.223 3.894 1.467
H 2.960 3.233 -0.871
H 1.379 3.786 -0.333
H 1.507 2.428 -1.447
H 4.104 1.070 -1.032
H 3.175 -0.421 -1.116
H 4.543 -0.304 -0.021
H 4.435 -0.702 2.812
H 3.511 -1.760 1.748
H 2.920 -1.404 3.362
H 2.068 1.510 4.811
H 1.507 -0.122 4.484
H 0.402 1.246 4.334
Se -6.011 -3.792 -1.822
P -4.647 -4.387 -0.341
C -3.807 -5.948 -0.761
C -3.729 -6.329 -2.099
C -3.192 -7.560 -2.439
C -2.724 -8.415 -1.450
C -2.800 -8.041 -0.117
C -3.354 -6.816 0.228
C -5.417 -4.764 1.262
C -5.146 -4.045 2.421
C -5.767 -4.394 3.615
C -6.660 -5.453 3.653
C -6.944 -6.164 2.492
C -6.329 -5.819 1.301
C -3.416 -3.120 0.035
C -2.022 -2.993 0.097
N -1.778 -1.703 0.399
N -2.935 -1.077 0.531
N -3.932 -1.905 0.322
P -0.560 -4.005 -0.104
Se 1.253 -2.869 -0.058
C -0.530 -5.205 1.250
C 0.549 -6.081 1.371
C 0.600 -6.976 2.427
C -0.404 -6.980 3.387
C -1.454 -6.079 3.296
C -1.516 -5.192 2.230
C -0.709 -4.840 -1.699
C -1.253 -4.105 -2.751
C -1.242 -4.623 -4.036
C -0.677 -5.868 -4.278
C -0.145 -6.603 -3.230
C -0.165 -6.096 -1.939
H -4.126 -5.668 -2.858
H -3.143 -7.853 -3.480
H -2.310 -9.378 -1.719
H -2.450 -8.709 0.660
H -3.456 -6.555 1.271
H -4.469 -3.202 2.392
H -5.556 -3.827 4.513
H -7.143 -5.721 4.584
H -7.649 -6.984 2.517
H -6.556 -6.362 0.391
H 1.364 -6.036 0.660
H 1.436 -7.658 2.511
H -0.357 -7.674 4.217
H -2.230 -6.062 4.051
H -2.341 -4.494 2.162
H -1.688 -3.130 -2.565
H -1.673 -4.052 -4.848
H -0.660 -6.269 -5.283
H 0.280 -7.581 -3.413
H 0.237 -6.686 -1.127
C -5.274 1.940 -0.736
C -3.998 2.175 0.061
S -2.556 1.639 -0.863
O -1.405 1.683 0.112
C -2.282 3.061 -1.944
C -1.945 4.355 -1.222
H -6.138 2.230 -0.140
H -5.379 0.886 -0.994
H -5.297 2.528 -1.655
H -3.959 1.531 0.940
H -3.863 3.210 0.373
H -3.169 3.134 -2.576
H -1.453 2.737 -2.576
H -2.814 4.785 -0.726
H -1.573 5.090 -1.936
H -1.168 4.181 -0.476
```

(4)
The following is a DFT calculation (wB97M-V/def2-TZVPD) of C15H31ClEuP2 as an isolated structure at a distorted geometry.

Summary:
LUMO (alpha / beta) = -0.682 / -0.682 eV
Spin multiplicity = 8
Energy = -2443.062248 Eh
Expectation value of S² = 15.7618
Total charge = 0

XYZ file:
```
50
C15H31ClEuP2 wB97M-V/def2-TZVPD
P -0.971 1.389 -1.679
P -0.622 -2.292 0.136
C -0.919 -0.381 -2.097
C -1.630 -1.336 -1.126
H 0.121 -0.696 -2.296
H -1.430 -0.437 -3.067
H -2.448 -0.839 -0.581
H -2.092 -2.131 -1.729
C 0.306 -3.410 -0.987
H 0.997 -4.020 -0.385
H 0.878 -2.832 -1.728
H -0.420 -4.055 -1.497
C -1.800 -3.506 0.808
H -1.833 -4.372 0.128
H -2.808 -3.079 0.864
H -1.484 -3.852 1.799
C -0.172 2.347 -2.973
H 0.254 3.271 -2.559
H -0.920 2.602 -3.737
H 0.629 1.752 -3.432
C -2.663 1.973 -1.517
H -3.269 1.300 -0.900
H -3.117 2.027 -2.516
H -2.701 2.982 -1.081
Eu -1.214 1.107 4.128
C 1.044 -1.481 0.922
C 2.165 -1.352 0.051
C 2.367 -0.320 -0.943
C 2.608 1.146 -0.465
C 1.431 1.965 -0.416
C 0.043 1.566 -0.189
C -0.390 0.669 1.048
C 0.598 -0.254 1.753
C 0.674 2.613 4.025
H 1.266 -2.306 1.621
H 2.863 -2.191 0.007
H 1.511 -0.310 -1.645
H 3.242 -0.621 -1.544
H 3.172 1.182 0.476
H 3.247 1.603 -1.238
H 1.562 3.039 -0.596
H -0.432 2.529 0.065
H -1.292 0.063 0.800
H -0.777 1.439 1.773
H 1.474 0.286 2.116
H 0.124 -0.661 2.680
H 0.510 3.279 4.898
H 0.788 3.214 3.110
H 1.582 2.009 4.191
Cl -0.052 -0.619 5.524
```

(5)
The following is a DFT calculation (wB97M-V/def2-TZVPD) of a 2-piece molecular cluster, CH4IO overall at a distorted geometry.

Summary:
LUMO = 3.419 eV
Energy = -413.500860 Eh
Total charge = -1

XYZ file:
```
7
CH4IO wB97M-V/def2-TZVPD
I 0.940 -4.357 -1.634
C -0.165 0.971 0.555
O -0.565 0.605 -0.741
H -1.015 1.202 1.198
H 0.302 0.119 1.050
H 0.661 1.681 0.587
H -0.157 -0.220 -1.014
```

(6)
The following is a DFT calculation (wB97M-V/def2-TZVPD) of an isolated ion of composition C29H39F2OSi and charge +1 at a distorted geometry.

Summary:
LUMO = -5.347 eV
Energy = -1692.601173 Eh
Total charge = +1

XYZ file:
```
72
C29H39F2OSi wB97M-V/def2-TZVPD
F -0.511 2.600 -3.604
C -0.206 1.295 -3.358
C -1.248 0.358 -3.271
C -0.942 -0.992 -3.053
C 0.387 -1.370 -2.922
C 1.389 -0.395 -2.884
C 2.664 -0.704 -2.135
C 4.002 -0.345 -2.806
C 5.008 -1.311 -3.027
C 6.335 -0.953 -3.236
C 6.683 0.409 -3.385
C 5.645 1.348 -3.275
F 5.962 2.656 -3.493
C 4.321 0.976 -3.064
C 1.130 0.899 -3.310
H -2.296 0.690 -3.436
H -1.704 -1.760 -3.053
H 0.667 -2.404 -2.696
H 2.689 -1.733 -1.833
H 4.751 -2.370 -2.899
H 7.104 -1.722 -3.365
H 7.711 0.721 -3.619
H 3.594 1.780 -3.018
H 1.887 1.650 -3.470
C -2.265 4.447 -0.758
C -2.342 2.928 -0.677
C -2.459 2.407 0.763
C -2.431 0.862 0.824
Si -1.001 0.134 1.793
C -0.964 0.799 3.549
C -2.286 0.558 4.338
C -2.107 -0.301 5.598
C -3.423 -0.561 6.321
C -1.223 -1.736 1.896
C -1.299 -2.398 0.529
C -1.440 -3.936 0.614
C -1.423 -4.584 -0.759
C 0.561 0.387 0.762
C 1.236 1.612 0.461
C 2.398 1.230 -0.256
C 2.345 -0.200 -0.569
O 1.228 -0.676 0.234
H -2.139 4.747 -1.800
H -3.186 4.897 -0.372
H -1.417 4.827 -0.179
H -3.214 2.561 -1.250
H -1.456 2.472 -1.149
H -1.655 2.853 1.377
H -3.412 2.782 1.192
H -3.368 0.502 1.279
H -2.374 0.436 -0.187
H -0.115 0.334 4.072
H -0.763 1.887 3.521
H -2.728 1.531 4.633
H -3.037 0.073 3.686
H -1.630 -1.254 5.314
H -1.404 0.217 6.274
H -3.241 -1.159 7.221
H -3.894 0.382 6.626
H -4.125 -1.110 5.682
H -0.346 -2.112 2.438
H -2.110 -1.970 2.501
H -2.136 -1.995 -0.065
H -0.383 -2.179 -0.031
H -0.615 -4.317 1.236
H -2.376 -4.165 1.149
H -1.511 -5.666 -0.655
H -2.255 -4.231 -1.371
H -0.491 -4.365 -1.285
H 0.877 2.618 0.703
H 3.099 1.909 -0.742
H 3.279 -0.797 -0.272
```

(7)
The following is a DFT calculation (wB97M-V/def2-TZVPD) of C39H62F6O20Pb as an isolated structure at a distorted geometry.

Summary:
LUMO = 0.241 eV
Energy = -3820.093726 Eh
Total charge = 0

XYZ file:
```
128
C39H62F6O20Pb wB97M-V/def2-TZVPD
Pb -0.005 0.152 -0.113
C 1.141 -1.249 3.063
O 2.219 -0.395 2.550
O 0.218 -1.201 2.034
C 1.680 -2.621 3.534
F 2.578 -3.014 2.682
F 2.383 -2.498 4.714
F 0.763 -3.570 3.604
C 3.329 -0.056 3.405
C 4.295 0.824 2.535
H 3.789 1.711 2.153
H 5.250 1.144 2.951
H 4.504 0.298 1.604
H 3.782 -1.001 3.704
H 3.056 0.666 4.175
H 0.814 -0.723 3.960
C -0.808 0.948 -3.315
O -0.165 -0.304 -3.031
O -0.583 1.640 -2.103
C -0.446 1.599 -4.741
F 0.854 1.727 -5.019
F -0.920 0.920 -5.845
F -0.953 2.851 -4.841
C -0.686 -1.365 -3.833
C -0.034 -2.675 -3.341
H 1.049 -2.571 -3.419
H -0.346 -2.911 -2.324
H -0.262 -3.454 -4.067
H -0.490 -1.354 -4.906
H -1.747 -1.546 -3.660
H -1.886 0.787 -3.305
C 2.984 0.121 -3.467
O 3.771 1.186 -3.896
C 4.974 0.866 -4.397
O 5.458 -0.272 -4.472
O 5.569 2.044 -4.807
C 6.909 2.031 -5.376
H 2.205 0.429 -2.770
H 3.498 -0.651 -2.895
H 2.541 -0.456 -4.280
H 7.278 1.073 -5.743
H 7.711 2.421 -4.749
H 6.955 2.676 -6.254
C -4.532 1.125 4.492
C -3.974 0.602 3.221
C -2.865 -0.319 3.616
O -3.068 -0.459 5.066
C -4.347 -0.008 5.442
H -5.576 1.390 4.326
H -3.876 1.968 4.710
H -3.677 1.440 2.591
H -4.729 0.026 2.687
H -1.922 0.216 3.506
H -2.960 -1.305 3.160
H -4.484 0.226 6.498
H -5.038 -0.814 5.194
O 0.165 2.181 1.380
C -0.121 2.681 2.466
O -1.407 3.094 2.792
C -1.414 3.765 4.034
C -0.232 3.062 4.702
C 0.820 2.938 3.627
H -2.319 3.688 4.637
H -1.324 4.847 3.939
H -0.451 2.121 5.206
H 0.121 3.777 5.445
H 1.477 2.094 3.834
H 1.367 3.851 3.391
O 2.287 1.079 -0.528
C 2.780 2.207 -0.683
O 4.099 2.456 -0.452
C 4.480 3.794 -0.915
C 3.135 4.533 -1.005
C 2.097 3.438 -1.231
H 5.033 3.760 -1.854
H 5.055 4.378 -0.197
H 3.061 5.233 -1.838
H 2.984 5.047 -0.056
H 1.893 3.243 -2.283
H 1.167 3.593 -0.684
O 1.457 -1.624 -1.064
C 2.397 -2.359 -0.691
O 2.320 -3.720 -0.897
C 3.451 -4.365 -0.372
C 4.554 -3.280 -0.395
C 3.735 -1.993 -0.175
H 3.595 -5.206 -1.052
H 3.282 -4.684 0.656
H 4.903 -3.221 -1.426
H 5.368 -3.255 0.329
H 4.230 -1.141 -0.641
H 3.594 -1.803 0.889
O -2.003 -1.492 -0.448
C -3.173 -1.593 -0.821
O -3.511 -1.731 -2.089
C -4.955 -1.730 -2.262
C -5.559 -1.870 -0.883
C -4.428 -1.472 0.047
H -5.335 -2.588 -2.816
H -5.190 -0.769 -2.721
H -5.833 -2.911 -0.708
H -6.472 -1.274 -0.865
H -4.362 -2.305 0.747
H -4.524 -0.529 0.587
O -4.232 -5.096 -0.770
C -3.156 -4.968 -0.230
O -2.904 -4.521 0.994
C -1.510 -4.594 1.335
C -0.927 -5.511 0.287
C -1.827 -5.350 -0.917
H -1.334 -4.901 2.365
H -1.153 -3.571 1.212
H -0.989 -6.537 0.649
H 0.116 -5.249 0.106
H -1.958 -6.194 -1.594
H -1.541 -4.462 -1.482
O -2.338 1.247 0.572
C -3.020 2.136 0.042
O -4.182 1.894 -0.567
C -4.640 2.955 -1.372
C -3.561 4.015 -1.235
C -2.583 3.578 -0.136
H -5.520 3.358 -0.871
H -4.771 2.637 -2.406
H -3.969 4.989 -0.966
H -3.109 4.092 -2.224
H -2.815 4.081 0.802
H -1.550 3.713 -0.456
```

(8)
The following is a DFT calculation (wB97M-V/def2-TZVPD) of an isolated ion of composition C18H29N2O4 and charge +1 at a distorted geometry.

Summary:
LUMO = -2.321 eV
Energy = -1113.556674 Eh
Structure (SMILES) = CCOC(=O)N1CC[NH+](C[C@H](O)COc2ccc(CC)cc2)CC1
Total charge = +1

XYZ file:
```
53
C18H29N2O4 wB97M-V/def2-TZVPD
C 0.958 0.264 6.268
C 2.022 0.196 5.185
H 2.697 1.053 5.261
H 2.590 -0.734 5.244
O 1.441 0.179 3.871
C 1.096 1.367 3.367
O 1.216 2.432 3.913
N 0.589 1.249 2.094
C 0.246 0.006 1.455
H 0.629 -0.821 2.052
C -1.274 -0.101 1.325
N -1.782 1.070 0.574
C -3.212 0.955 0.205
H -3.769 0.526 1.041
H -3.601 1.951 -0.008
C -3.413 0.080 -1.046
O -3.054 -1.246 -0.724
H -3.511 -1.868 -1.300
C -2.636 0.629 -2.270
O -1.286 0.968 -1.995
C -0.258 0.160 -2.509
C -0.314 -1.221 -2.521
C 0.763 -1.943 -3.013
C 1.903 -1.307 -3.482
C 1.942 0.087 -3.439
C 0.876 0.820 -2.961
H 0.905 1.899 -2.941
H 2.820 0.603 -3.796
C 3.092 -2.042 -4.033
H 3.971 -1.750 -3.452
H 3.261 -1.690 -5.055
C 2.982 -3.561 -4.044
H 3.889 -3.987 -4.466
H 2.143 -3.888 -4.653
H 2.865 -3.952 -3.036
H 0.696 -3.019 -3.019
H -1.179 -1.744 -2.145
H -3.123 1.553 -2.599
H -2.687 -0.097 -3.087
H -4.480 0.131 -1.300
C -1.450 2.317 1.296
H -1.829 3.174 0.738
C 0.072 2.418 1.431
H 0.342 3.289 2.032
H 0.529 2.509 0.439
H -1.918 2.295 2.282
H -1.286 1.094 -0.359
H -1.553 -1.010 0.791
H -1.738 -0.106 2.314
H 0.710 -0.034 0.461
H 1.434 0.207 7.242
H 0.259 -0.564 6.170
H 0.415 1.203 6.201
```